(1)
The following is a quantum chemistry calculation of a molecular structure, C8H4BrCl2GaLuNO3, from the Open Molecules 2025 dataset.

CARTESIAN COORDINATES (ANGSTROEM)
1 Lu 3.082 0.864 -1.718
2 Ga -1.531 0.102 0.067
3 Cl 5.355 1.554 -1.555
4 Cl 1.360 -0.231 -0.234
5 C -1.822 -1.733 0.383
6 C 2.289 1.341 -3.840
7 C 3.245 -0.925 -3.141
8 O -1.910 -2.870 0.629
9 O 1.919 1.434 -4.931
10 O 3.261 -1.743 -3.956
11 Br -1.134 5.001 2.712
12 C -0.807 3.133 2.805
13 C -0.334 2.553 3.982
14 C -0.106 1.176 4.010
15 C -0.413 0.401 2.890
16 N -0.945 0.986 1.794
17 C -1.082 2.340 1.691
18 H -0.162 3.183 4.849
19 H 0.297 0.684 4.891
20 H -0.231 -0.674 2.847
21 H -1.415 2.745 0.740

The total charge is +4. As for the HOMO-LUMO gap (alpha / beta): 5.8 / 4.4 eV.


(2)
The following is a quantum chemistry calculation of a molecular structure, C3H6N4O, from the Open Molecules 2025 dataset.

CARTESIAN COORDINATES (ANGSTROEM)
1 C -0.386 -1.285 -0.370
2 C 0.825 0.309 -0.256
3 C -0.296 0.667 0.358
4 H -0.159 -3.182 -0.914
5 H -1.714 -2.926 -0.025
6 H 1.235 2.102 -0.459
7 H 2.610 0.975 -0.830
8 H -1.269 2.735 0.713
9 H -0.749 1.575 2.105
10 N -0.858 -2.576 -0.650
11 N 0.756 -0.922 -0.822
12 N 1.819 1.210 -0.154
13 N -0.627 1.821 1.133
14 O -1.189 -0.505 0.170

The energy above the lowest of the compared OMol25 structures with the same formula, charge and spin comes out at 62.6 kcal per mole. The total charge is 0. As for the HOMO-LUMO gap: 8.4 eV.


(3)
The following is a quantum chemistry calculation of a single C5H4N2 molecule, from the Open Molecules 2025 dataset.

CARTESIAN COORDINATES (ANGSTROEM)
1 C -2.949 -0.887 -0.231
2 C -2.089 -0.158 0.340
3 C -0.746 0.112 0.306
4 C 0.032 1.174 -0.299
5 C 1.296 0.709 -0.406
6 N 1.440 -0.510 0.249
7 N 0.165 -0.798 0.703
8 H 1.758 -1.264 -0.356
9 H -0.364 2.113 -0.654
10 H 2.150 1.120 -0.926
11 H -0.041 -1.658 1.187

The energy above the lowest of the compared OMol25 structures with the same formula, charge and spin comes out at 108.8 kcal per mole. The total charge is 0. As for the HOMO-LUMO gap (alpha / beta): 8.6 / 8.6 eV.


(4)
The following is a quantum chemistry calculation of a molecular structure, C45H53NP3PtSi, from the Open Molecules 2025 dataset.

CARTESIAN COORDINATES (ANGSTROEM)
1 Pt 0.249 0.005 0.172
2 N -2.324 1.927 0.289
3 P -1.900 0.409 0.894
4 C -1.880 0.612 2.695
5 C -2.793 1.472 3.305
6 C -2.831 1.582 4.684
7 C -1.973 0.819 5.469
8 C -1.082 -0.056 4.870
9 C -1.034 -0.155 3.486
10 C -3.347 -0.669 0.695
11 C -3.469 -1.789 1.513
12 C -4.539 -2.657 1.353
13 C -5.497 -2.408 0.381
14 C -5.385 -1.286 -0.430
15 C -4.311 -0.421 -0.279
16 P -1.899 2.006 -1.409
17 C -2.661 3.583 -1.916
18 C -3.274 3.611 -3.165
19 C -3.850 4.783 -3.639
20 C -3.832 5.926 -2.856
21 C -3.233 5.903 -1.601
22 C -2.646 4.739 -1.135
23 C -0.154 2.524 -1.242
24 C 0.678 2.225 -2.326
25 C 1.950 2.776 -2.413
26 C 2.408 3.621 -1.412
27 C 1.608 3.882 -0.306
28 C 0.340 3.330 -0.212
29 H -3.164 2.403 0.590
30 H -3.488 2.054 2.713
31 H -3.537 2.256 5.151
32 H -2.008 0.905 6.547
33 H -0.420 -0.660 5.478
34 H -0.348 -0.839 3.007
35 H -2.733 -1.982 2.285
36 H -4.631 -3.523 1.997
37 H -6.334 -3.082 0.261
38 H -6.134 -1.084 -1.184
39 H -4.228 0.442 -0.928
40 H -3.294 2.711 -3.769
41 H -4.319 4.799 -4.614
42 H -4.285 6.838 -3.221
43 H -3.219 6.798 -0.993
44 H -2.166 4.736 -0.164
45 H 0.306 1.597 -3.126
46 H 2.573 2.553 -3.269
47 H 3.391 4.067 -1.489
48 H 1.973 4.530 0.482
49 H -0.289 3.553 0.642
50 C 4.051 1.726 1.210
51 C 3.164 0.791 2.025
52 C 2.083 1.591 2.766
53 P 2.385 -0.599 1.075
54 C 3.624 -1.254 -0.135
55 C 5.046 -1.567 0.353
56 C 3.708 -0.334 -1.361
57 C 2.166 -1.798 2.490
58 C 3.426 -2.447 3.066
59 C 1.134 -2.888 2.214
60 H 4.372 2.556 1.843
61 H 3.510 2.145 0.364
62 H 4.945 1.226 0.847
63 H 3.796 0.299 2.769
64 H 1.692 2.381 2.123
65 H 2.503 2.059 3.657
66 H 1.239 0.981 3.085
67 H 3.142 -2.187 -0.453
68 H 5.671 -0.676 0.310
69 H 5.499 -2.303 -0.313
70 H 5.100 -1.959 1.361
71 H 4.322 0.540 -1.150
72 H 2.731 0.017 -1.688
73 H 4.179 -0.868 -2.190
74 H 1.776 -1.122 3.259
75 H 3.831 -3.198 2.389
76 H 3.152 -2.963 3.988
77 H 4.211 -1.732 3.313
78 H 1.510 -3.595 1.472
79 H 0.197 -2.485 1.835
80 H 0.931 -3.448 3.129
81 C 0.707 -6.034 -0.105
82 C -0.507 -5.524 0.336
83 C -0.885 -4.235 -0.009
84 C -0.057 -3.429 -0.793
85 C 1.152 -3.966 -1.247
86 C 1.533 -5.257 -0.907
87 Si -0.598 -1.696 -1.204
88 C -0.101 -1.120 -2.909
89 C -1.120 -0.611 -3.721
90 C -0.853 -0.144 -4.999
91 C 0.446 -0.172 -5.489
92 C 1.469 -0.690 -4.706
93 C 1.194 -1.164 -3.432
94 H 1.001 -7.040 0.163
95 H -1.161 -6.137 0.943
96 H -1.839 -3.852 0.333
97 H 1.797 -3.389 -1.894
98 H 2.467 -5.662 -1.274
99 H -2.068 -1.710 -1.227
100 H -2.133 -0.565 -3.340
101 H -1.656 0.242 -5.613
102 H 0.660 0.196 -6.484
103 H 2.480 -0.730 -5.091
104 H 2.007 -1.566 -2.846

The energy above the lowest of the compared OMol25 structures with the same formula, charge and spin comes out at 26.2 kcal per mole. The total charge is +1. As for the HOMO-LUMO gap: 7.4 eV.


(5)
The following is a quantum chemistry calculation of 2 unconnected molecules or ions with the total composition C4H14N2O2, from the Open Molecules 2025 dataset.

CARTESIAN COORDINATES (ANGSTROEM)
1 C -0.927 -0.891 -0.055
2 C -1.155 0.014 -1.248
3 C -0.067 -0.203 -2.326
4 O 0.387 -1.514 -2.538
5 N -1.456 -0.427 1.252
6 C -0.517 0.083 2.235
7 N 0.578 0.943 1.706
8 H 0.140 -1.092 0.096
9 H -1.477 -1.837 -0.107
10 H -2.101 -0.194 -1.786
11 H -1.377 1.045 -0.949
12 H -0.410 0.102 -3.324
13 H 0.737 0.520 -2.104
14 H 0.879 -1.804 -1.739
15 H -2.259 0.181 1.135
16 H 0.013 -0.765 2.662
17 H -1.084 0.629 2.990
18 H 0.527 0.880 0.702
19 H 0.517 1.939 1.883
20 H 3.011 0.536 1.237
21 H 2.676 1.219 -0.043
22 O 3.365 0.637 0.321

The energy above the lowest of the compared OMol25 structures with the same formula, charge and spin comes out at 39.0 kcal per mole. The total charge is 0. The SMILES is NCNCCCO.O. As for the HOMO-LUMO gap: 9.7 eV.


(6)
The following is a quantum chemistry calculation of a molecular structure, C39H35As2N2OPt, from the Open Molecules 2025 dataset.

CARTESIAN COORDINATES (ANGSTROEM)
1 Pt 1.297 0.405 -0.891
2 C 0.155 1.282 1.944
3 C -0.426 2.587 1.389
4 As 0.014 2.885 -0.525
5 C -0.275 4.857 -0.488
6 C -1.052 5.517 -1.436
7 C -1.105 6.908 -1.474
8 C -0.373 7.662 -0.567
9 C 0.429 7.017 0.365
10 C 0.487 5.628 0.390
11 C -1.735 2.488 -1.341
12 C -2.932 2.924 -0.777
13 C -4.147 2.675 -1.404
14 C -4.176 1.994 -2.615
15 C -2.986 1.574 -3.197
16 C -1.774 1.820 -2.563
17 As -0.625 -0.281 1.019
18 C -2.407 -0.115 1.866
19 C -2.582 -0.198 3.247
20 C -3.855 -0.138 3.802
21 C -4.969 0.007 2.980
22 C -4.804 0.094 1.606
23 C -3.527 0.025 1.053
24 C 0.027 -1.713 2.177
25 C 1.207 -1.618 2.904
26 C 1.695 -2.720 3.600
27 C 0.998 -3.920 3.585
28 C -0.189 -4.020 2.868
29 C -0.662 -2.926 2.158
30 H -0.034 1.199 3.014
31 H 1.233 1.248 1.784
32 H -0.024 3.435 1.940
33 H -1.508 2.613 1.514
34 H -1.634 4.945 -2.147
35 H -1.721 7.402 -2.216
36 H -0.423 8.744 -0.590
37 H 1.018 7.595 1.068
38 H 1.143 5.140 1.103
39 H -2.925 3.480 0.152
40 H -5.069 3.014 -0.945
41 H -5.122 1.795 -3.105
42 H -3.000 1.052 -4.147
43 H -0.844 1.478 -2.998
44 H -1.722 -0.316 3.896
45 H -3.978 -0.212 4.875
46 H -5.963 0.044 3.412
47 H -5.666 0.210 0.959
48 H -3.402 0.084 -0.021
49 H 1.776 -0.696 2.904
50 H 2.634 -2.642 4.134
51 H 1.386 -4.781 4.118
52 H -0.739 -4.954 2.851
53 H -1.571 -3.016 1.576
54 C 1.614 0.387 -2.758
55 C 1.632 -0.927 -3.404
56 C 0.441 -1.600 -3.727
57 C 0.467 -2.865 -4.298
58 C 1.680 -3.503 -4.543
59 C 2.866 -2.855 -4.214
60 C 2.845 -1.580 -3.670
61 H -0.503 -1.123 -3.492
62 H -0.466 -3.367 -4.529
63 H 1.701 -4.497 -4.976
64 H 3.816 -3.351 -4.377
65 H 3.771 -1.084 -3.397
66 N 4.160 -5.926 0.564
67 C 4.807 -4.682 0.527
68 O 6.035 -4.641 0.680
69 C 3.976 -3.531 0.288
70 C 4.507 -2.217 0.453
71 C 3.708 -1.126 0.316
72 N 2.364 -1.187 0.012
73 C 1.869 -2.448 -0.240
74 C 2.598 -3.588 -0.103
75 H 4.741 -6.655 0.940
76 H 3.202 -5.936 0.871
77 H 5.554 -2.101 0.708
78 H 4.103 -0.131 0.470
79 H 0.842 -2.498 -0.570
80 H 2.118 -4.530 -0.340

The energy above the lowest of the compared OMol25 structures with the same formula, charge and spin comes out at 79.6 kcal per mole. The total charge is -1. Its multiplicity is 3. Its expectation value of S² is 2.0423. As for the HOMO-LUMO gap (alpha / beta): 4.5 / 6.3 eV.